(1)
{"formula": "C12H24MgO16P", "method": "ωB97M-V/def2-TZVPD", "homo_ev": -2.23, "total_charge": -1, "spin_multiplicity": 1, "e_above_lowest_kcal_mol": 200.5, "species": ["P", "Mg", "O", "O", "O", "O", "O", "O", "O", "O", "O", "O", "O", "O", "O", "O", "O", "O", "C", "C", "C", "C", "C", "C", "C", "C", "C", "C", "C", "C", "H", "H", "H", "H", "H", "H", "H", "H", "H", "H", "H", "H", "H", "H", "H", "H", "H", "H", "H", "H", "H", "H", "H", "H"], "coordinates": [[-2.582, 4.284, 2.354], [-1.924, 1.846, 0.872], [0.033, 1.646, -1.842], [-1.145, 3.728, 2.263], [-3.282, 5.168, 3.408], [-0.620, -2.737, 3.775], [6.734, 0.921, 1.173], [1.311, 1.122, -3.768], [4.739, 0.169, 0.256], [-5.210, -1.129, -2.635], [-5.671, -1.870, -0.581], [-3.032, 2.849, 2.845], [0.249, 3.010, -3.631], [-4.094, -0.125, -0.888], [0.421, -3.246, 1.846], [6.460, -0.724, -0.617], [-3.007, 3.997, 0.908], [-0.684, -1.307, 2.056], [-4.882, -1.002, -1.333], [1.129, -4.327, 2.431], [7.817, -0.921, -0.908], [6.037, 0.205, 0.340], [1.678, -0.165, -3.282], [-0.725, 4.013, -3.224], [4.021, 1.106, 0.974], [-5.566, -1.825, 0.892], [-1.470, -1.981, 4.678], [-4.541, -0.254, -3.598], [0.491, 1.935, -2.995], [-0.331, -2.343, 2.551], [-1.823, -2.656, 5.458], [-4.405, 0.752, -3.204], [-5.028, -0.277, -4.573], [-2.334, -1.496, 4.224], [-1.721, 3.578, -3.148], [3.997, 2.039, 0.413], [1.882, -3.879, 3.080], [-3.575, -0.596, -3.971], [-4.812, -2.539, 1.221], [4.307, 1.336, 2.001], [8.027, -1.704, -1.636], [-0.450, 4.540, -2.310], [1.546, -4.864, 1.579], [0.600, -5.018, 3.086], [8.117, -0.009, -1.424], [2.764, -0.241, -3.328], [1.320, -0.505, -2.310], [8.362, -1.011, 0.032], [1.384, -0.883, -4.048], [-0.842, 4.715, -4.050], [-6.500, -2.140, 1.358], [-0.916, -1.100, 5.003], [2.990, 0.755, 0.993], [-5.245, -0.841, 1.235]], "forces_ev_per_angstrom": [[-1.66, -3.90, 1.22], [-1.21, 3.76, 2.55], [1.69, 0.55, -3.86], [3.42, 1.40, 0.09], [1.88, 0.58, -2.38], [-0.19, -1.24, 0.87], [-2.83, -3.57, -4.36], [-1.28, 1.38, 1.36], [0.69, -0.88, -0.26], [0.53, -0.09, -0.10], [1.08, 1.12, -0.57], [-1.43, -4.05, 1.69], [-0.14, 2.00, -1.76], [-2.40, -3.30, -1.24], [-1.19, 0.70, 0.19], [-1.54, 0.66, 1.26], [-0.94, 2.02, -3.37], [0.13, -0.41, -0.06], [0.87, 2.53, 1.94], [0.47, 0.37, 0.65], [0.89, 1.77, 0.30], [3.84, 1.28, 2.14], [0.65, -0.82, -0.67], [-0.51, -0.28, 0.00], [-2.12, 1.73, 0.60], [0.90, 0.15, -0.59], [0.12, 1.10, -0.72], [0.46, -0.01, -0.08], [-0.92, -3.08, 4.30], [0.02, 0.44, -0.60], [0.52, 0.10, -0.09], [-0.30, -0.16, 0.01], [-1.19, 0.11, 0.62], [-0.06, -0.54, -0.67], [0.22, -0.37, 0.50], [0.16, 0.13, 0.07], [0.49, -0.26, -0.21], [0.47, -0.52, 1.12], [0.13, -0.03, -0.26], [0.59, -0.46, -0.17], [-0.74, -0.43, 0.50], [0.09, -0.35, -0.02], [0.16, 0.07, 0.27], [-0.72, 0.17, -0.31], [0.61, 0.13, 0.16], [0.11, 0.35, 0.43], [-0.26, 0.70, -0.04], [0.32, -0.24, -0.25], [-0.49, -0.03, 0.07], [0.70, -0.09, -0.04], [-0.19, 0.27, -0.62], [0.25, -0.37, 0.58], [0.08, -0.11, 0.02], [-0.25, 0.04, -0.17]]}

***

(2)
{"formula": "C12H24N2O3S", "method": "ωB97M-V/def2-TZVPD", "homo_ev": -9.16, "total_charge": 0, "spin_multiplicity": 1, "e_above_lowest_kcal_mol": 245.6, "species": ["S", "O", "O", "O", "N", "N", "C", "C", "C", "C", "C", "C", "C", "C", "C", "C", "C", "C", "H", "H", "H", "H", "H", "H", "H", "H", "H", "H", "H", "H", "H", "H", "H", "H", "H", "H", "H", "H", "H", "H", "H", "H"], "coordinates": [[-13.148, -41.332, -14.248], [-17.757, -42.626, -15.528], [-12.179, -41.891, -13.204], [-12.552, -46.041, -15.806], [-14.516, -41.311, -11.278], [-10.779, -41.618, -16.406], [-14.176, -44.293, -16.295], [-12.983, -43.394, -11.733], [-17.212, -41.882, -16.297], [-13.753, -39.688, -13.636], [-11.529, -43.870, -16.352], [-14.765, -42.330, -14.217], [-10.711, -41.250, -15.312], [-12.712, -44.848, -16.089], [-15.791, -42.176, -16.703], [-13.826, -42.235, -11.467], [-10.525, -40.739, -13.938], [-17.881, -40.701, -16.899], [-14.411, -39.844, -12.781], [-15.239, -42.087, -13.266], [-10.369, -41.538, -13.212], [-11.684, -43.530, -17.376], [-18.788, -41.092, -17.359], [-15.246, -41.355, -17.168], [-17.196, -40.183, -17.570], [-11.452, -40.354, -13.515], [-15.367, -41.935, -15.035], [-14.515, -43.383, -14.349], [-10.646, -44.492, -16.199], [-14.291, -39.036, -14.324], [-14.726, -44.083, -15.378], [-12.822, -43.980, -10.829], [-12.873, -39.187, -13.234], [-14.190, -43.314, -16.774], [-9.784, -39.949, -14.056], [-11.513, -43.027, -15.662], [-13.381, -44.090, -12.471], [-15.317, -42.736, -15.897], [-12.064, -43.033, -12.197], [-16.012, -42.827, -17.549], [-18.209, -40.014, -16.119], [-14.769, -45.034, -16.832]], "forces_ev_per_angstrom": [[-2.18, -0.72, -0.29], [-0.46, -0.43, 0.53], [-3.90, 0.65, -2.49], [-0.27, 2.25, -0.38], [1.43, -2.05, 0.16], [1.13, 2.64, 0.78], [1.84, -1.05, -0.27], [0.05, -1.63, 1.53], [0.78, 0.60, 0.21], [-0.26, -0.46, 1.00], [-2.13, -2.97, 0.76], [1.15, 2.50, 2.80], [0.95, 0.79, -0.45], [-0.32, -1.21, 0.28], [-2.15, -0.19, -1.92], [-1.37, 1.21, 0.91], [1.59, 1.53, -0.97], [-0.30, 0.14, -0.02], [0.08, -0.15, -0.10], [-0.01, -0.43, -0.21], [1.37, 0.49, -0.51], [0.39, 0.15, 0.17], [0.02, 0.35, -0.39], [0.30, 0.16, 0.57], [-0.44, 0.00, -0.22], [1.65, 1.17, -0.62], [0.83, 0.68, 2.41], [0.09, 1.19, 1.16], [0.21, 0.31, -0.35], [0.38, -0.46, -0.59], [0.49, -1.75, -0.91], [-0.17, 0.07, 0.20], [-0.03, 0.10, -0.28], [1.11, -1.10, -0.47], [0.46, -0.13, 0.39], [-0.78, -1.52, -0.34], [-0.45, 0.23, 0.02], [-1.27, 0.41, -3.04], [-0.24, -1.08, 1.40], [0.23, -0.38, -0.28], [0.06, -0.02, 0.10], [0.13, 0.11, -0.27]]}

***

Molar mass list, top to bottom, in g/mol: 479.6; 276.4
Gap between HOMO and LUMO list, top to bottom, in eV: 4.131; 9.428